# 1
Entry from OMol25: a single C24H29NO5 molecule at a distorted geometry (ωB97M-V/def2-TZVPD).

```
59
Properties=species:S:1:pos:R:3:forces:R:3
C 0.3999 -3.9383 -2.1129 -0.2 -0.4 -0.3
C 1.2664 -3.0644 -1.2641 -0.2 0.0 -0.2
O 0.5947 -1.7719 -1.2444 1.1 -0.3 0.6
C 1.2803 -0.9064 -0.4720 1.7 -1.5 0.8
O 2.4359 -1.1256 -0.1522 -1.5 0.3 -0.3
C 0.4292 0.2653 -0.0236 0.2 0.0 -2.0
C 1.2277 1.5333 -0.3116 0.0 1.5 -0.4
O 0.6882 2.6276 -0.3307 0.7 -1.2 0.2
O 2.5519 1.3449 -0.5312 -1.2 0.8 -0.1
C 3.3045 2.5613 -0.7642 0.1 -0.2 0.1
C 4.7508 2.1404 -0.7848 0.4 -0.1 0.0
C -0.7487 0.1287 -0.9883 -1.7 0.5 -0.5
O -1.7261 -0.5605 -0.7516 1.2 0.9 0.2
C -0.6859 0.8426 -2.3138 -0.5 0.0 -0.9
C 0.4414 0.9360 -3.1435 -0.3 0.2 0.0
C 0.3185 1.4588 -4.4418 0.0 -0.1 0.2
C -0.9188 1.8912 -4.9297 -0.1 -0.1 0.5
C -2.0441 1.8182 -4.0959 0.4 -0.1 0.1
C -1.9206 1.2913 -2.8100 0.0 0.1 -0.1
C 0.1126 0.2737 1.4862 0.7 -0.2 1.7
C -1.3259 0.0463 1.9750 -0.2 0.2 -0.1
C -1.6773 -0.9626 2.8679 -0.3 -0.1 0.2
C -3.0003 -1.1485 3.2753 0.1 0.9 -0.2
C -3.9879 -0.2243 2.9060 0.3 -0.4 -0.3
C -5.4030 -0.4581 3.3502 -0.3 0.1 0.1
C -3.6224 0.8691 2.1027 0.2 -0.2 0.3
C -2.3101 0.9855 1.6387 -0.1 0.0 0.2
N 1.1332 -0.4891 2.1482 -0.4 -0.2 0.5
C 2.3277 0.1976 2.5532 -0.3 0.5 0.1
C 1.0788 -1.8908 2.4406 0.2 -0.1 0.1
H 0.7533 -4.9686 -2.0770 0.1 0.0 0.0
H -0.6335 -3.9265 -1.7547 0.1 0.0 -0.1
H 0.4257 -3.6114 -3.1572 -0.1 0.0 0.2
H 1.3129 -3.4148 -0.2240 0.1 0.1 -0.3
H 2.2853 -2.9716 -1.6595 -0.3 0.1 0.2
H 3.0002 3.0032 -1.7199 -0.1 0.0 0.2
H 3.0994 3.2577 0.0538 -0.1 0.0 -0.2
H 5.3962 2.9934 -0.9945 -0.1 0.1 0.0
H 5.0560 1.7312 0.1821 -0.1 0.0 -0.1
H 4.9377 1.3861 -1.5536 -0.1 0.1 0.1
H 1.4127 0.6105 -2.7706 -0.1 0.0 -0.3
H 1.2035 1.5270 -5.0792 -0.3 -0.1 0.2
H -1.0113 2.2891 -5.9433 0.1 -0.1 0.4
H -3.0161 2.1647 -4.4454 0.2 -0.1 0.1
H -2.7960 1.2323 -2.1593 0.3 -0.1 -0.2
H 0.3567 1.2886 1.8209 -0.4 0.1 -0.3
H -0.9250 -1.5855 3.3284 -0.3 0.0 -0.2
H -3.2462 -1.9805 3.9357 0.0 0.2 -0.1
H -6.0270 0.4178 3.1389 0.1 -0.2 0.1
H -5.8460 -1.3181 2.8292 0.1 0.2 0.0
H -5.4453 -0.6901 4.4234 0.0 0.2 -0.2
H -4.3638 1.6486 1.8809 0.4 -0.4 0.0
H -2.0164 1.8609 1.0587 -0.1 -0.2 -0.1
H 3.0367 -0.5366 2.9412 0.0 0.2 -0.1
H 2.7843 0.7443 1.7129 0.1 -0.3 0.3
H 2.0807 0.9288 3.3422 0.3 -0.1 0.0
H 1.9967 -2.3915 2.0880 -0.3 0.0 0.1
H 1.0165 -1.9920 3.5413 0.0 -0.6 -0.3
H 0.2014 -2.3688 1.9826 0.4 0.1 0.0
```
Forces are in eV/Å.

Computed properties:
total charge	0
structure (SMILES)	CCOC(=O)C(C(=O)OCC)(C(=O)c1ccccc1)[C@@H](c1ccc(C)cc1)N(C)C
energy above the lowest of the compared OMol25 structures with the same formula, charge and spin	128.61	kJ/mol

---

# 2
Entry from OMol25: a molecular structure, C16H44BIN4O8Si2 at a distorted geometry (ωB97M-V/def2-TZVPD).

```
76
Properties=species:S:1:pos:R:3:forces:R:3
C 3.9803 2.3467 -0.2467 0.0 0.0 0.5
C 3.7492 1.4211 -1.3922 0.6 -0.4 -0.3
O 4.5359 1.2205 -2.2711 -0.4 0.2 0.0
O 2.5312 0.7612 -1.3443 -0.4 0.8 0.1
C 1.9281 0.4735 -2.5711 0.2 -1.1 -0.6
O 2.1573 -0.5624 -3.1190 -0.1 0.4 0.3
C 0.9340 1.4774 -3.1091 0.4 0.2 0.4
Si 0.5571 3.0323 -2.0891 -0.2 -0.1 -0.3
O 0.3122 4.2931 -3.1828 0.2 -0.2 0.4
Si 1.3895 5.5222 -3.2651 0.1 0.2 -0.2
I 3.3345 4.7816 -4.5588 -0.1 0.0 0.1
B -0.9438 2.7878 -0.7678 -0.2 0.1 0.2
N -2.3206 2.9444 -1.0174 0.2 -0.9 -0.4
O -0.5597 2.4231 0.5253 -0.1 -0.3 -0.1
H 4.9401 2.1167 0.2158 0.0 0.0 -0.1
H 4.0476 3.3662 -0.6272 0.0 0.0 0.0
H 3.1924 2.3095 0.5017 0.0 0.0 -0.1
H 0.0456 0.8900 -3.3383 -0.1 0.1 -0.2
H 1.3712 1.8106 -4.0556 -0.1 0.0 -0.1
H 1.7734 3.3616 -1.3277 0.1 0.1 0.0
H 0.7658 6.6818 -3.9133 0.0 0.0 -0.1
H 1.8974 5.8859 -1.9324 0.0 0.0 0.0
H -2.6257 2.9142 -1.9797 -0.1 0.4 0.0
H -2.9067 2.3489 -0.4391 -0.1 0.4 0.2
H -0.2853 1.4989 0.5618 0.2 0.2 0.2
C -3.5917 -3.1087 0.8443 0.1 -0.1 0.0
C -3.6609 -2.0261 -0.2275 -0.1 0.0 0.2
C -2.5907 -0.9374 -0.0823 0.1 0.0 -0.2
O -2.8224 0.0036 0.9493 0.0 -0.1 -0.1
C -2.4631 -0.4251 2.2518 -0.1 0.2 0.0
N -5.0183 -1.4779 -0.2638 0.1 0.2 -0.1
H -4.0223 -2.7772 1.7887 0.0 0.1 0.0
H -4.1544 -3.9861 0.5297 0.0 0.0 0.0
H -2.5624 -3.4230 1.0268 0.0 0.0 0.0
H -3.4755 -2.5062 -1.1944 0.1 0.0 0.0
H -2.5811 -0.3518 -1.0075 0.0 0.0 0.0
H -1.5915 -1.3823 0.0290 0.0 -0.1 0.0
H -1.5765 -1.0656 2.2300 0.0 0.0 0.0
H -3.2822 -0.9533 2.7436 0.0 -0.1 0.0
H -2.2404 0.4682 2.8342 0.0 0.0 0.0
H -5.1150 -0.8517 -1.0576 0.0 -0.1 0.0
H -5.1394 -0.8820 0.5504 -0.1 -0.1 0.1
C 4.0853 4.8493 5.2397 0.0 0.1 0.1
C 5.1360 4.4549 4.2065 -0.2 -0.1 0.0
C 4.9916 5.1737 2.8595 0.2 0.0 -0.1
O 3.9402 4.7023 2.0397 -0.1 0.0 0.0
C 2.6498 5.1892 2.3593 0.0 -0.1 -0.1
N 5.1377 2.9962 4.0658 0.1 0.1 -0.2
H 3.1296 4.3609 5.0512 0.0 0.0 -0.1
H 4.4097 4.5453 6.2341 0.0 0.0 0.0
H 3.9242 5.9289 5.2513 0.0 0.0 0.0
H 6.1124 4.7465 4.6049 0.0 0.0 0.0
H 5.9035 4.9966 2.2835 0.0 0.0 0.0
H 4.9037 6.2596 2.9994 0.0 0.0 0.1
H 2.6906 6.2226 2.7157 0.0 0.0 0.0
H 2.1533 4.5661 3.1066 0.0 0.1 0.1
H 2.0538 5.1556 1.4465 0.0 0.0 0.0
H 5.9188 2.7122 3.4819 0.0 0.0 0.1
H 4.3118 2.7323 3.5354 0.0 0.0 0.1
C -3.7509 -7.8640 -2.8403 0.0 0.0 -0.1
C -3.2820 -6.4412 -2.5531 -0.1 -0.1 0.1
C -1.9445 -6.3588 -1.8063 0.1 0.1 -0.1
O -2.0103 -6.6621 -0.4277 0.0 -0.1 0.0
C -2.0143 -8.0392 -0.1052 0.0 0.1 0.1
N -4.3498 -5.7199 -1.8548 0.2 0.1 0.0
H -4.1822 -8.3332 -1.9563 0.0 0.0 0.0
H -4.5247 -7.8527 -3.6068 0.0 0.0 0.0
H -2.9301 -8.4892 -3.1967 0.0 0.0 0.0
H -3.1259 -5.9474 -3.5171 0.1 0.0 0.0
H -1.5961 -5.3234 -1.8532 0.0 0.0 0.0
H -1.1813 -6.9792 -2.2957 -0.1 -0.1 0.0
H -1.3894 -8.6120 -0.7969 0.0 0.0 0.0
H -3.0253 -8.4539 -0.1035 0.0 0.0 -0.1
H -1.6057 -8.1390 0.8997 0.0 0.0 0.0
H -4.0838 -4.7430 -1.7722 -0.1 0.0 -0.1
H -4.3695 -6.0585 -0.8965 -0.1 0.0 0.0
```
Forces are in eV/Å.

Computed properties:
total charge	0
energy	-64182.1137	eV

---

# 3
Entry from OMol25: a molecular structure, C6H6O2 at a distorted geometry (ωB97M-V/def2-TZVPD).

```
14
Properties=species:S:1:pos:R:3:forces:R:3
C 0.2192 0.8211 2.0548 -0.1 0.9 1.7
C -0.1214 -0.5109 1.4487 -1.9 -1.6 2.6
C 0.7834 1.0784 0.2368 1.3 1.5 -4.5
C 0.4064 -0.4364 0.2174 0.9 2.9 -1.3
C -0.5124 1.3820 0.8853 -2.0 -1.6 -0.6
C 0.1441 -1.1760 -1.0444 -0.9 0.5 0.9
O 1.4459 1.2692 1.4586 1.1 0.6 0.0
O -1.7242 1.7185 0.4119 1.1 -0.4 1.0
H 0.1350 1.1571 3.1032 -0.2 -0.8 -0.5
H 1.0520 1.7177 -0.7287 0.2 -1.5 2.1
H 0.1483 -0.4113 -1.7861 -0.7 0.7 -0.9
H -0.8362 -1.6125 -0.8654 0.0 -0.3 -0.7
H 0.8291 -1.8633 -1.4874 0.8 -0.9 0.6
H -2.4174 1.5762 1.0887 0.5 0.0 -0.3
```
Forces are in eV/Å.

Computed properties:
total charge	0
energy above the lowest of the compared OMol25 structures with the same formula, charge and spin	599.00	kJ/mol